Density functional theory data (ωB97M-V/def2-TZVPD) for C18H23N11O2PdSe as an isolated structure.

Last column: Löwdin charge in e.
Positions of all 56 atoms, in Å:
Pd1 -0.123 0.058 0.495  1.067
C1 -3.037 -2.026 4.691  0.022
O1 -1.836 -1.966 3.882  0.050
C2 -1.719 -1.174 2.868  -0.556
O2 -0.659 -1.178 2.217  -0.066
N1 -2.745 -0.368 2.518  0.042
N2 -2.584 0.469 1.408  0.048
H1 -2.834 -2.776 5.447  0.117
H2 -3.892 -2.345 4.095  0.111
H3 -3.222 -1.070 5.179  0.112
H4 -3.609 -0.349 3.037  0.158
H5 -2.598 1.434 1.719  0.108
H6 -3.369 0.329 0.782  0.115
C3 3.690 -4.292 -0.643  0.045
N3 2.315 -3.845 -0.574  -0.001
C4 1.310 -4.749 -1.092  0.044
C5 1.976 -2.599 -0.052  -0.325
N4 0.840 -2.032 -0.294  0.207
N5 2.945 -1.997 0.705  0.178
C6 2.879 -0.814 1.441  -0.442
N6 3.891 -0.662 2.302  0.218
N7 1.943 0.066 1.274  0.056
H7 3.762 -5.140 -1.322  0.132
H8 4.044 -4.645 0.337  0.151
H9 4.351 -3.497 -0.998  0.137
H10 1.614 -5.775 -0.871  0.140
H11 1.249 -4.674 -2.186  0.151
H12 0.333 -4.581 -0.648  0.114
H13 0.215 -2.596 -0.859  0.075
H14 3.780 -2.536 0.862  0.138
H15 4.620 -1.344 2.436  0.139
H16 3.968 0.163 2.873  0.143
H17 2.073 0.849 1.899  0.073
Se1 -1.255 5.765 -4.762  1.527
N8 -1.627 4.036 -4.736  -0.145
C7 -1.302 3.582 -3.567  -0.256
C8 -1.443 2.206 -3.152  -0.063
C9 -2.013 1.228 -3.972  0.081
C10 -2.133 -0.060 -3.490  0.024
C11 -1.653 -0.339 -2.219  -0.078
N9 -1.091 0.587 -1.436  0.008
C12 -0.997 1.851 -1.867  -0.121
C13 -0.447 2.853 -0.934  -0.127
N10 -0.101 2.439 0.289  0.052
C14 0.369 3.325 1.169  -0.064
C15 0.529 4.676 0.879  0.029
C16 0.180 5.125 -0.375  0.080
C17 -0.323 4.205 -1.305  -0.065
C18 -0.731 4.594 -2.629  -0.254
N11 -0.639 5.798 -3.111  -0.149
H18 -2.357 1.496 -4.964  0.149
H19 -2.594 -0.841 -4.080  0.140
H20 -1.748 -1.334 -1.804  0.117
H21 0.615 2.952 2.156  0.128
H22 0.912 5.351 1.632  0.142
H23 0.275 6.168 -0.655  0.149

Output
Electronic energy in eV: -108309.6252
HOMO energy (alpha / beta) in eV: -20.20 / -20.26
Frontier orbital gap (alpha / beta) in eV: 8.50 / 5.45
Largest force on an atom in Eh/bohr: 0.0182
<S²>: 6.0644
Lowest unoccupied orbital energy (alpha / beta) in eV: -11.7 / -14.8
2S+1: 5
Net charge: +4

Density functional theory data (ωB97M-V/def2-TZVPD) for a 2-piece molecular cluster, C5H13NO2 overall in a non-equilibrium geometry.

Last column: Löwdin charge in e.
Positions of all 21 atoms, in Å:
C1 0.000 0.000 0.000  -0.081
C2 0.929 -1.159 -0.320  -0.238
N1 1.550 -1.034 -1.620  -0.111
C3 1.098 -1.662 -2.716  -0.300
O1 1.730 -1.881 -3.784  -0.012
C4 2.875 -0.439 -1.551  -0.219
C5 3.045 0.886 -2.325  -0.084
H1 -0.645 -0.159 0.880  0.080
H2 -0.642 0.180 -0.879  0.081
H3 0.618 0.897 0.174  0.072
H4 1.713 -1.269 0.454  0.124
H5 0.304 -2.072 -0.298  0.119
H6 0.021 -1.932 -2.593  0.128
H7 3.184 -0.108 -0.541  0.119
H8 3.657 -1.122 -1.935  0.125
H9 2.747 0.799 -3.383  0.075
H10 4.060 1.314 -2.280  0.078
H11 2.349 1.575 -1.819  0.067
O2 -1.142 -4.464 -1.964  -0.086
H12 -0.740 -3.730 -2.482  0.010
H13 -1.017 -5.262 -2.527  0.054

Output
Electronic energy in eV: -10980.5983
HOMO energy in eV: -9.57
Frontier orbital gap in eV: 10.35
Largest force on an atom in Eh/bohr: 0.0653
Lowest unoccupied orbital energy in eV: 0.8
Net charge: 0
Structure (SMILES): CCN(C=O)CC.O

Density functional theory data (ωB97M-V/def2-TZVPD) for a 2-piece molecular cluster, C7H17NO overall in a non-equilibrium geometry.

Last column: Löwdin charge in e.
Positions of all 26 atoms, in Å:
C1 0.549 1.109 1.441  -0.095
C2 0.414 0.337 2.762  -0.162
C3 0.432 -1.159 2.488  -0.570
N1 1.643 -1.751 2.665  0.162
O1 -0.540 -1.723 2.031  0.051
H1 0.961 2.101 1.623  0.076
H2 -0.412 1.380 1.005  0.073
H3 1.157 0.546 0.758  0.055
H4 1.209 0.653 3.436  0.100
H5 -0.522 0.536 3.266  0.112
H6 1.814 -2.718 2.457  0.106
H7 2.445 -1.216 2.949  0.097
C4 0.334 0.081 -1.732  -0.100
C5 -0.938 0.476 -2.490  -0.465
C6 -1.253 1.964 -2.342  -0.084
C7 -0.718 0.176 -4.001  -0.088
H8 1.108 0.834 -1.927  0.088
H9 0.753 -0.917 -1.839  0.084
H10 0.077 0.211 -0.683  0.021
H11 -1.708 -0.142 -2.072  0.116
H12 -0.824 2.557 -3.150  0.075
H13 -2.332 2.105 -2.410  0.077
H14 -0.888 2.343 -1.391  0.062
H15 -0.808 -0.899 -4.150  0.070
H16 -1.392 0.675 -4.683  0.066
H17 0.328 0.429 -4.173  0.073

Output
Electronic energy in eV: -11072.5156
HOMO energy in eV: -9.75
Frontier orbital gap in eV: 10.60
Largest force on an atom in Eh/bohr: 0.0364
Lowest unoccupied orbital energy in eV: 0.9
Net charge: 0
Structure (SMILES): CCC(N)=O.CC(C)C

Density functional theory data (ωB97M-V/def2-TZVPD) for an isolated ion of composition C4H12N6S and charge +2 in a non-equilibrium geometry.

Last column: Löwdin charge in e.
Positions of all 23 atoms, in Å:
C1 2.250 2.375 -0.689  -0.345
S1 1.245 0.869 -0.998  0.900
C2 0.483 0.110 0.554  -0.691
N1 1.320 0.156 1.606  0.131
N2 -0.956 0.617 0.653  0.182
C3 -1.945 0.111 -0.023  -0.300
N3 -3.166 0.682 -0.167  0.267
N4 -1.736 -1.049 -0.738  0.220
C4 -0.656 -1.841 -0.639  -0.340
N5 -0.704 -3.096 -0.968  0.317
N6 0.299 -1.355 0.131  0.164
H1 1.622 2.781 0.109  0.031
H2 2.385 2.920 -1.696  0.092
H3 3.318 2.049 -0.626  0.059
H4 2.073 0.807 1.704  0.116
H5 1.023 -0.240 2.466  0.121
H6 -0.934 1.607 0.943  0.193
H7 -3.403 1.546 0.193  0.118
H8 -3.757 0.448 -0.936  0.141
H9 -2.645 -1.407 -1.109  0.214
H10 -1.463 -3.455 -1.437  0.132
H11 0.083 -3.628 -0.871  0.129
H12 1.114 -1.882 0.247  0.149

Output
Electronic energy in eV: -24102.2263
HOMO energy in eV: -16.10
Frontier orbital gap in eV: 8.47
Largest force on an atom in Eh/bohr: 0.0664
Lowest unoccupied orbital energy in eV: -7.6
Net charge: +2
Structure (SMILES): CSC1(N)NC(=[NH2+])NC(=[NH2+])N1

Density functional theory data (ωB97M-V/def2-TZVPD) for a 2-piece molecular cluster, CHFNO2 overall in a non-equilibrium geometry.

Last column: Löwdin charge in e.
Positions of all 6 atoms, in Å:
C1 0.492 -0.989 0.755  -0.544
N1 -0.717 1.232 -0.199  -0.170
O1 -0.330 -1.798 0.763  0.128
O2 1.558 -0.538 0.827  0.124
F1 0.064 1.617 -1.404  -0.420
H1 -1.067 0.477 -0.743  -0.119

Output
Electronic energy in eV: -9353.9931
HOMO energy in eV: -1.89
Frontier orbital gap in eV: 5.82
Largest force on an atom in Eh/bohr: 0.0480
Lowest unoccupied orbital energy in eV: 3.9
Net charge: -1

Density functional theory data (ωB97M-V/def2-TZVPD) for one molecule with the formula C2H6N4S in a non-equilibrium geometry.

Last column: Löwdin charge in e.
Positions of all 13 atoms, in Å:
C1 1.366 -0.779 -0.545  -0.047
C2 0.497 -0.227 0.644  -0.356
N1 -0.951 -0.904 0.468  0.083
N2 -1.603 0.051 -0.053  -0.770
S1 -3.181 -0.152 -0.509  0.496
N3 -0.984 1.307 -0.196  -0.030
N4 0.207 1.157 0.643  -0.027
H1 2.389 -0.444 -0.690  0.066
H2 0.765 -0.708 -1.463  0.068
H3 1.430 -1.857 -0.215  0.088
H4 0.881 -0.525 1.589  0.116
H5 -0.726 1.585 -1.245  0.187
H6 -0.089 1.496 1.572  0.126

Output
Electronic energy in eV: -18962.9669
HOMO energy (alpha / beta) in eV: -8.44 / -8.44
Frontier orbital gap (alpha / beta) in eV: 8.22 / 8.22
Largest force on an atom in Eh/bohr: 0.0657
Lowest unoccupied orbital energy (alpha / beta) in eV: -0.2 / -0.2
Net charge: 0
Structure (SMILES): C[C@@H]1N=[N+]([S-])NN1